(1)
# C3H11N3

A cluster of 2 separate species, C3H11N3 in total (ωB97M-V with the def2-TZVPD basis set, OMol25).

```
17
Properties=species:S:1:pos:R:3:forces:R:3:lowdin_charge:R:1
H 4.019 -0.198 -0.728 0.980 -0.773 0.402 0.040
H 1.213 -1.547 -1.435 0.535 -0.820 0.460 0.037
H 2.333 0.043 -0.048 0.843 0.309 0.022 0.068
H 1.079 -1.094 -3.200 -0.340 0.476 1.732 0.091
H 3.014 -0.386 -2.716 2.961 -1.885 -2.200 0.004
N -2.344 -0.184 3.104 1.717 0.037 3.770 0.014
H -2.296 0.610 0.922 -1.892 0.444 0.419 0.112
C -3.404 0.237 2.591 -0.436 0.205 -2.109 -0.397
H -2.275 -0.312 4.198 -0.946 -0.167 -3.040 0.090
C 1.221 -0.728 -2.120 -1.480 2.655 -1.253 -0.177
H -4.446 0.108 2.945 0.493 0.596 0.102 0.114
C 3.117 0.344 -0.766 -2.843 1.230 -3.061 -0.066
H 3.303 1.432 -0.813 0.057 -0.602 0.864 0.066
H 0.318 -0.051 -1.746 1.613 -1.371 -1.151 0.098
N 2.438 0.142 -2.194 -2.334 0.783 4.191 -0.161
H -4.022 0.772 0.709 -1.923 -0.200 -1.833 0.023
N -3.266 0.812 1.295 2.994 -0.914 2.684 0.044
```
Forces are in eV/Å.

Properties
SMILES string	[H]/N=C/N.CNC
LUMO	1.00	eV
energy	-7757.56077	eV
energy relative to the best compared isomer or geometry (same formula, charge and spin)	58.18	kcal per mole



(2)
# C6H13N

A structure of composition C6H13N (ωB97M-V with the def2-TZVPD basis set, OMol25).

```
20
Properties=species:S:1:pos:R:3:forces:R:3:lowdin_charge:R:1
H 0.775 2.674 -2.484 0.389 -0.484 0.116 0.049
H -0.372 -0.511 2.767 0.217 0.370 -0.305 0.039
N 0.442 1.931 -1.859 -0.570 0.031 0.369 0.025
H 2.219 2.065 -0.797 -0.242 0.085 -0.020 0.062
C -0.297 -1.169 1.905 -1.315 -0.177 -2.733 -0.001
H 1.242 -1.736 -0.624 0.051 -0.012 0.026 0.083
H 0.402 1.300 1.360 0.080 -0.174 0.143 0.094
H -1.424 0.913 -1.126 -0.128 -0.149 0.172 0.060
H 0.524 -1.877 1.974 0.053 0.064 -0.045 0.038
C 0.240 -1.383 -0.863 -0.059 0.096 0.217 -0.061
H 0.247 -0.973 -1.873 0.009 -0.018 -0.094 0.082
C -0.223 -0.316 0.091 -0.945 -2.882 4.260 -0.533
H 1.730 0.097 0.897 -0.115 -0.026 0.239 0.093
C -1.555 0.288 -0.234 0.009 0.141 -0.157 -0.070
C 1.196 1.646 -0.894 0.803 -0.478 2.190 -0.138
H -0.445 -2.231 -0.829 0.009 -0.011 -0.113 0.084
C 0.751 0.517 0.698 1.921 4.048 -4.723 -0.107
H -1.913 0.926 0.572 -0.068 -0.031 0.065 0.087
H -2.292 -0.484 -0.454 -0.068 -0.021 0.091 0.082
H -1.249 -1.676 1.772 -0.031 -0.373 0.303 0.032
```
Forces are in eV/Å.

Properties
LUMO	0.94	eV
energy	-7919.02012	eV
energy relative to the best compared isomer or geometry (same formula, charge and spin)	87.93	kcal per mole



(3)
# C12H44B2InO12

A structure of composition C12H44B2InO12 (ωB97M-V with the def2-TZVPD basis set, OMol25).

```
71
Properties=species:S:1:pos:R:3:forces:R:3:lowdin_charge:R:1
C -1.401 30.001 -9.355 -0.764 1.148 -1.706 -0.328
C -3.429 20.904 -5.773 0.869 0.774 1.241 -0.230
H 2.588 26.350 -4.764 -5.432 1.632 -0.272 0.023
O -8.088 28.829 -7.509 1.331 -0.729 0.326 -0.043
H 0.476 30.013 -10.277 0.136 0.220 0.156 0.122
O -0.748 29.848 3.728 1.131 0.279 -0.160 -0.080
C -0.571 30.027 -10.582 1.920 -1.744 0.193 -0.237
H -2.590 29.856 2.993 -0.457 0.639 -0.620 0.108
C -2.611 21.718 -4.619 -1.944 -0.880 -1.199 -0.201
H -4.290 21.383 -6.238 -0.320 0.692 0.853 0.117
H 6.875 32.576 -6.052 -0.617 0.729 -0.815 0.117
H -1.128 29.324 -7.669 0.096 -0.599 0.345 0.098
C -7.851 28.805 -6.106 -1.728 0.684 0.590 -0.248
H -7.754 31.880 -6.348 -0.580 0.285 -0.075 0.079
H -7.228 28.111 -5.541 0.903 -0.619 -1.436 0.122
H 2.590 23.284 4.231 0.146 -0.482 0.129 0.113
B -1.938 28.804 -2.251 1.411 -0.497 -0.014 -0.090
H -7.509 30.231 -4.523 0.482 -0.985 0.306 0.118
C -7.466 30.149 -5.610 0.243 2.387 1.604 -0.257
H 2.503 23.397 0.382 0.086 -0.219 0.163 0.090
H 6.159 33.476 -4.722 -0.177 -0.008 0.235 0.113
H -2.777 28.397 -2.794 -4.472 -1.954 -0.987 0.029
H 2.870 33.200 -5.142 0.352 0.098 -0.375 0.095
B 3.512 25.884 -5.071 2.084 -0.811 0.638 -0.138
C 4.577 32.619 -5.965 2.184 1.040 -0.609 -0.267
H 3.474 25.087 4.313 0.115 0.292 -0.091 0.083
C 1.890 23.249 2.254 -0.110 0.694 1.562 -0.255
O -0.658 28.785 -11.341 -0.606 2.212 0.027 -0.032
C 3.036 23.562 3.276 -1.198 -1.136 -0.385 -0.245
H -2.394 30.720 4.511 -0.458 -0.043 0.101 0.106
H 7.017 31.019 -5.016 -0.094 -0.435 0.402 0.076
H 3.891 22.913 3.087 0.303 0.175 -0.066 0.111
H 3.332 24.831 -5.225 -1.661 -4.595 1.269 0.000
H -1.831 21.025 -4.306 0.393 0.162 -0.157 0.113
H 4.294 26.041 -4.344 3.997 -0.031 1.913 -0.032
H -2.415 29.652 -1.785 -2.455 4.484 0.307 0.020
H -1.074 29.177 -2.779 4.013 2.029 -0.909 0.000
H -1.140 30.982 -8.957 -0.565 0.147 0.790 0.126
H -3.730 19.941 -5.360 -0.344 0.196 0.728 0.111
H -2.437 29.926 -9.685 -0.468 0.549 0.060 0.131
O 6.216 31.383 -4.632 0.300 -0.133 0.468 -0.088
O 3.624 32.625 -4.994 -1.459 -0.050 3.142 -0.068
H 3.752 26.301 -6.037 0.871 3.903 -3.442 0.010
O -8.341 31.237 -5.942 -0.970 0.048 -1.181 -0.081
H 4.633 33.615 -6.403 -0.504 -0.161 -1.174 0.115
H 1.639 22.189 2.223 0.866 -0.418 -0.433 0.118
H -2.957 19.796 -7.194 0.406 -0.066 -0.457 0.090
O -2.126 22.972 -5.045 0.188 -0.398 -0.432 -0.037
H -1.245 32.451 3.897 -0.148 1.064 -0.564 0.117
In 3.517 29.071 -0.403 -0.047 -0.042 -0.039 0.971
O -2.587 20.605 -6.834 0.990 -0.343 -0.828 -0.057
H -1.410 28.953 -11.913 -0.202 -0.579 -0.415 0.081
O -0.989 32.192 1.834 0.290 0.108 0.533 -0.082
H -1.552 31.949 1.095 -0.027 0.003 -0.033 0.075
H -8.300 29.756 -7.638 -0.294 0.190 -0.437 0.068
O 1.991 23.900 1.020 -0.044 0.176 -0.410 -0.054
H -2.246 23.659 -4.386 -0.171 -0.242 0.150 0.086
H -8.817 28.536 -5.677 -0.365 0.320 0.404 0.120
H -2.773 32.432 2.754 -0.043 0.454 0.950 0.116
O 3.387 24.924 3.371 -0.019 0.209 -0.299 -0.064
H 4.256 31.766 -6.563 1.200 0.193 -0.997 0.123
H -6.541 30.641 -5.911 0.975 -1.576 -0.102 0.121
H -1.634 28.046 -1.546 1.646 -4.129 1.544 0.001
O -1.148 28.943 -8.550 0.710 -0.993 1.863 0.006
C -1.948 30.554 3.531 -0.583 0.936 0.332 -0.249
H -0.806 29.370 4.559 0.026 0.043 -0.036 0.084
H -0.744 31.024 -10.987 -0.256 -0.366 -1.304 0.123
H -3.307 21.814 -3.786 -0.061 0.117 0.108 0.108
C 6.037 32.598 -5.356 -1.222 -1.329 -0.182 -0.210
C -1.777 32.080 3.021 0.320 -3.514 -0.563 -0.190
H 0.972 23.576 2.742 -0.115 0.798 -0.230 0.110
```
Forces are in eV/Å.

Properties
LUMO	-9.63	eV
net charge	+1
energy	-44224.92262	eV
energy relative to the best compared isomer or geometry (same formula, charge and spin)	235.06	kcal per mole



(4)
# C6H8N2

An isolated molecule of C6H8N2 (ωB97M-V with the def2-TZVPD basis set, OMol25).

```
16
Properties=species:S:1:pos:R:3:forces:R:3:lowdin_charge:R:1
C -0.357 -0.905 -0.080 1.624 2.266 0.534 -0.266
H 2.397 1.499 0.582 -1.877 -0.677 -0.228 0.099
H 1.993 1.288 -1.109 -0.895 -0.356 0.615 0.079
C -2.294 0.472 -0.092 -0.649 -0.106 -0.013 -0.259
C 1.561 1.105 -0.093 -2.482 -2.628 -0.050 -0.069
H -0.288 2.025 0.886 -0.125 1.228 3.384 0.063
N -3.423 0.451 -0.097 -3.413 0.220 -0.025 0.163
H -1.762 -2.344 0.335 -2.278 -0.509 0.714 0.071
H 1.513 -0.938 1.212 -0.802 0.657 -2.652 0.135
C -0.027 1.540 0.036 1.951 -2.172 -1.356 -0.117
H -0.242 -2.868 -0.295 -0.289 -0.688 0.240 0.096
C -0.966 0.314 -0.075 4.793 -0.458 -0.145 -0.239
N -0.896 -2.163 -0.030 3.353 1.597 -1.217 0.152
C 1.187 -0.613 0.089 2.872 0.096 0.927 -0.090
H -0.329 2.277 -0.636 -0.150 1.072 -1.966 0.079
H 1.933 -1.141 -0.635 -1.632 0.456 1.238 0.104
```
Forces are in eV/Å.

Properties
SMILES string	N#CC1=C(N)CCC1
LUMO	0.79	eV
energy	-9329.41388	eV
energy relative to the best compared isomer or geometry (same formula, charge and spin)	52.89	kcal per mole



(5)
# C15H16I2NO4ReSe2

A structure of composition C15H16I2NO4ReSe2 (ωB97M-V with the def2-TZVPD basis set, OMol25).

```
41
Properties=species:S:1:pos:R:3:forces:R:3:mulliken_spin:R:1
Re 0.480 0.495 -0.231 -0.400 -1.547 0.782 0.964
H -1.460 0.884 5.442 0.002 0.000 -0.003 0.000
C 0.185 -0.594 -4.466 -0.001 -0.186 -0.196 -0.011
H -1.852 1.067 2.241 0.017 0.031 0.019 -0.006
H 2.651 -0.396 3.652 -0.063 -0.034 0.066 0.001
H -0.835 -3.209 -2.502 0.017 -0.033 0.012 0.001
Se 0.381 2.023 1.625 0.067 0.370 -0.165 0.203
C 0.613 1.715 -3.789 -0.002 -0.020 -0.079 -0.016
C -0.563 0.074 3.658 -0.172 -0.093 0.174 0.010
H -0.218 -2.679 -4.855 -0.008 -0.010 -0.028 0.000
C 0.230 0.402 -3.479 -0.006 -0.083 0.349 -0.009
C 0.826 0.171 4.278 0.223 -0.229 0.069 -0.007
I 2.944 1.147 -0.804 0.070 0.143 0.124 0.019
O -1.471 -0.237 0.119 0.331 -0.297 -0.352 0.018
H 0.888 -0.501 5.136 -0.025 0.059 -0.023 0.002
C 0.529 -0.251 -5.793 0.008 0.062 0.061 0.003
O -1.375 -1.190 5.533 -0.009 -0.070 0.112 0.001
H 1.242 3.024 -5.333 0.017 0.025 -0.024 0.000
H -0.640 -2.096 3.516 0.095 0.052 -0.052 0.001
C -1.587 0.001 4.805 -0.018 0.056 -0.050 0.003
C -0.517 -1.168 -1.873 0.079 0.026 -0.254 -0.105
C -0.962 1.292 2.827 -0.182 0.151 -0.001 0.008
C 0.905 1.029 -6.091 -0.004 0.039 0.110 -0.004
C -0.685 -1.225 2.862 0.058 0.089 -0.026 0.004
H 1.172 1.291 -7.105 0.004 0.031 -0.021 0.000
H 1.052 1.191 4.595 -0.039 0.057 -0.060 0.001
H -2.597 0.031 4.380 0.010 0.014 -0.004 0.000
I 2.971 3.866 -1.340 -0.018 -0.202 -0.053 -0.178
C -0.806 -1.217 -0.423 -0.176 1.029 -0.098 0.076
H 0.495 -1.010 -6.563 -0.014 -0.042 -0.006 0.000
C 0.947 2.015 -5.081 0.014 -0.026 -0.107 0.002
H 0.626 2.468 -3.012 -0.004 0.004 0.020 -0.007
O -0.444 -2.288 0.309 0.013 -0.197 0.019 0.004
C -0.193 -1.912 -4.091 0.001 -0.012 -0.069 0.002
H -1.600 -1.247 2.276 -0.022 0.017 0.084 -0.003
C -0.533 -2.219 -2.808 0.093 0.068 0.096 0.004
Se 0.716 -1.463 1.528 0.340 0.346 -0.213 0.020
O 1.774 -0.249 3.280 0.011 0.044 -0.002 -0.006
H -1.197 2.128 3.491 0.015 -0.060 0.010 0.002
N -0.100 0.067 -2.187 -0.344 0.450 -0.206 0.002
H -1.989 -1.227 6.273 0.020 -0.020 -0.013 0.000
```
Forces are in eV/Å.

Properties
<S²>	0.87
LUMO (spin up / spin down)	-4.74 / -4.85	eV
net charge	+1
energy	-174511.57425	eV
multiplicity	2
energy relative to the best compared isomer or geometry (same formula, charge and spin)	35.49	kcal per mole



(6)
# C2H14N2O4

A cluster of 5 separate species, C2H14N2O4 in total (ωB97M-V with the def2-TZVPD basis set, OMol25).

```
22
Properties=species:S:1:pos:R:3:forces:R:3:mulliken_spin:R:1
H 2.779 -2.252 4.723 -0.007 0.072 0.046 -0.057
O 2.487 4.636 -0.854 0.086 0.101 0.060 0.265
N -0.017 -0.217 -0.194 0.434 -0.168 -0.255 0.168
O 1.070 -6.126 1.405 0.162 0.412 -0.101 0.196
N -3.255 -1.044 -1.911 -0.502 -0.201 0.327 -0.127
H 1.286 -5.190 1.238 -0.168 -0.485 0.115 -0.045
H 2.692 -1.280 3.564 0.014 0.129 0.287 -0.073
C -2.278 -0.390 -1.126 -0.106 -0.768 -0.290 1.097
C -0.973 -0.647 -1.142 -0.169 -0.189 0.686 -0.339
H -0.310 0.476 0.478 -0.281 0.165 -0.135 -0.164
H 1.088 -6.215 2.364 -0.002 0.086 -0.022 -0.058
H 0.826 0.108 -0.656 -0.068 0.075 0.182 -0.170
O -0.288 4.302 -1.531 0.775 0.184 -0.191 0.879
H -0.592 -1.449 -1.758 0.013 0.183 -0.508 -0.034
H -0.653 3.401 -1.474 -0.351 0.258 0.188 -0.109
H -2.758 0.157 -0.333 0.266 0.536 0.051 -0.020
H 2.732 5.474 -0.450 -0.114 -0.053 -0.005 -0.075
H -3.112 -1.402 -2.841 0.507 0.301 0.146 0.013
O 2.877 -1.315 4.516 -0.027 -0.184 -0.341 0.240
H -4.162 -0.631 -1.802 -0.094 0.056 -0.210 -0.079
H -0.955 4.959 -1.295 -0.401 -0.377 0.097 -0.412
H 1.514 4.642 -0.921 0.033 -0.133 -0.126 -0.097
```
Forces are in eV/Å.

Properties
<S²>	0.75
LUMO (spin up / spin down)	2.60 / 2.88	eV
net charge	-1
energy	-13469.55967	eV
multiplicity	2
energy relative to the best compared isomer or geometry (same formula, charge and spin)	19.16	kcal per mole



What did the sixth record say?
# C2H14N2O4

A cluster of 5 separate species, C2H14N2O4 in total (ωB97M-V with the def2-TZVPD basis set, OMol25).

```
22
Properties=species:S:1:pos:R:3:forces:R:3:mulliken_spin:R:1
H 2.779 -2.252 4.723 -0.007 0.072 0.046 -0.057
O 2.487 4.636 -0.854 0.086 0.101 0.060 0.265
N -0.017 -0.217 -0.194 0.434 -0.168 -0.255 0.168
O 1.070 -6.126 1.405 0.162 0.412 -0.101 0.196
N -3.255 -1.044 -1.911 -0.502 -0.201 0.327 -0.127
H 1.286 -5.190 1.238 -0.168 -0.485 0.115 -0.045
H 2.692 -1.280 3.564 0.014 0.129 0.287 -0.073
C -2.278 -0.390 -1.126 -0.106 -0.768 -0.290 1.097
C -0.973 -0.647 -1.142 -0.169 -0.189 0.686 -0.339
H -0.310 0.476 0.478 -0.281 0.165 -0.135 -0.164
H 1.088 -6.215 2.364 -0.002 0.086 -0.022 -0.058
H 0.826 0.108 -0.656 -0.068 0.075 0.182 -0.170
O -0.288 4.302 -1.531 0.775 0.184 -0.191 0.879
H -0.592 -1.449 -1.758 0.013 0.183 -0.508 -0.034
H -0.653 3.401 -1.474 -0.351 0.258 0.188 -0.109
H -2.758 0.157 -0.333 0.266 0.536 0.051 -0.020
H 2.732 5.474 -0.450 -0.114 -0.053 -0.005 -0.075
H -3.112 -1.402 -2.841 0.507 0.301 0.146 0.013
O 2.877 -1.315 4.516 -0.027 -0.184 -0.341 0.240
H -4.162 -0.631 -1.802 -0.094 0.056 -0.210 -0.079
H -0.955 4.959 -1.295 -0.401 -0.377 0.097 -0.412
H 1.514 4.642 -0.921 0.033 -0.133 -0.126 -0.097
```
Forces are in eV/Å.

Properties
<S²>	0.75
LUMO (spin up / spin down)	2.60 / 2.88	eV
net charge	-1
energy	-13469.55967	eV
multiplicity	2
energy relative to the best compared isomer or geometry (same formula, charge and spin)	19.16	kcal per mole



What is the energy in the fourth record? -9329.41388 eV



Please write out number 4 again, unchanged.
# C6H8N2

An isolated molecule of C6H8N2 (ωB97M-V with the def2-TZVPD basis set, OMol25).

```
16
Properties=species:S:1:pos:R:3:forces:R:3:lowdin_charge:R:1
C -0.357 -0.905 -0.080 1.624 2.266 0.534 -0.266
H 2.397 1.499 0.582 -1.877 -0.677 -0.228 0.099
H 1.993 1.288 -1.109 -0.895 -0.356 0.615 0.079
C -2.294 0.472 -0.092 -0.649 -0.106 -0.013 -0.259
C 1.561 1.105 -0.093 -2.482 -2.628 -0.050 -0.069
H -0.288 2.025 0.886 -0.125 1.228 3.384 0.063
N -3.423 0.451 -0.097 -3.413 0.220 -0.025 0.163
H -1.762 -2.344 0.335 -2.278 -0.509 0.714 0.071
H 1.513 -0.938 1.212 -0.802 0.657 -2.652 0.135
C -0.027 1.540 0.036 1.951 -2.172 -1.356 -0.117
H -0.242 -2.868 -0.295 -0.289 -0.688 0.240 0.096
C -0.966 0.314 -0.075 4.793 -0.458 -0.145 -0.239
N -0.896 -2.163 -0.030 3.353 1.597 -1.217 0.152
C 1.187 -0.613 0.089 2.872 0.096 0.927 -0.090
H -0.329 2.277 -0.636 -0.150 1.072 -1.966 0.079
H 1.933 -1.141 -0.635 -1.632 0.456 1.238 0.104
```
Forces are in eV/Å.

Properties
SMILES string	N#CC1=C(N)CCC1
LUMO	0.79	eV
energy	-9329.41388	eV
energy relative to the best compared isomer or geometry (same formula, charge and spin)	52.89	kcal per mole



Repeat the first record exactly.
# C3H11N3

A cluster of 2 separate species, C3H11N3 in total (ωB97M-V with the def2-TZVPD basis set, OMol25).

```
17
Properties=species:S:1:pos:R:3:forces:R:3:lowdin_charge:R:1
H 4.019 -0.198 -0.728 0.980 -0.773 0.402 0.040
H 1.213 -1.547 -1.435 0.535 -0.820 0.460 0.037
H 2.333 0.043 -0.048 0.843 0.309 0.022 0.068
H 1.079 -1.094 -3.200 -0.340 0.476 1.732 0.091
H 3.014 -0.386 -2.716 2.961 -1.885 -2.200 0.004
N -2.344 -0.184 3.104 1.717 0.037 3.770 0.014
H -2.296 0.610 0.922 -1.892 0.444 0.419 0.112
C -3.404 0.237 2.591 -0.436 0.205 -2.109 -0.397
H -2.275 -0.312 4.198 -0.946 -0.167 -3.040 0.090
C 1.221 -0.728 -2.120 -1.480 2.655 -1.253 -0.177
H -4.446 0.108 2.945 0.493 0.596 0.102 0.114
C 3.117 0.344 -0.766 -2.843 1.230 -3.061 -0.066
H 3.303 1.432 -0.813 0.057 -0.602 0.864 0.066
H 0.318 -0.051 -1.746 1.613 -1.371 -1.151 0.098
N 2.438 0.142 -2.194 -2.334 0.783 4.191 -0.161
H -4.022 0.772 0.709 -1.923 -0.200 -1.833 0.023
N -3.266 0.812 1.295 2.994 -0.914 2.684 0.044
```
Forces are in eV/Å.

Properties
SMILES string	[H]/N=C/N.CNC
LUMO	1.00	eV
energy	-7757.56077	eV
energy relative to the best compared isomer or geometry (same formula, charge and spin)	58.18	kcal per mole